(1)
153
Properties=species:S:1:pos:R:3:lowdin_spin:R:1 method="wB97M-V/def2-TZVPD" s2=0.75 mol_weight_g_mol=765.3 total_charge=-1 gap_ev="1.5 / 8.6" homo_energy_ev="0.811 / -6.373" energy_ev=-63442.7057 multiplicity=2
C 0.654 -5.370 -2.354 0.006
C 2.022 -4.828 -2.730 0.022
C 1.762 -3.796 -3.821 0.047
O 0.381 -3.873 -4.137 0.009
C -0.337 -4.467 -3.064 0.005
H 0.566 -5.275 -1.271 0.001
H 0.511 -6.408 -2.653 0.003
H 2.684 -5.634 -3.044 0.006
H 2.509 -4.411 -1.848 0.005
H 2.284 -3.937 -4.767 0.009
H 1.926 -2.772 -3.483 0.012
H -1.119 -5.050 -3.550 0.004
H -0.709 -3.676 -2.413 0.001
C 3.040 -0.303 3.575 0.014
C 3.389 0.932 4.373 0.015
C 2.360 0.965 5.415 0.009
O 1.143 0.560 4.743 0.002
C 1.515 -0.290 3.647 0.003
H 3.415 -1.124 4.186 0.007
H 3.434 -0.356 2.560 0.004
H 3.282 1.856 3.804 0.008
H 4.403 0.866 4.767 0.005
H 2.229 1.936 5.892 0.003
H 2.508 0.257 6.231 0.002
H 1.026 0.180 2.794 0.001
H 1.043 -1.257 3.827 0.001
C -2.707 -0.414 -3.950 0.008
C -2.308 1.023 -3.983 0.014
C -2.102 1.317 -5.447 0.010
O -2.343 0.087 -6.114 0.004
C -2.206 -1.035 -5.221 0.008
H -3.791 -0.397 -4.068 0.003
H -2.468 -0.949 -3.031 0.002
H -1.412 1.195 -3.387 0.003
H -3.105 1.629 -3.554 0.007
H -1.074 1.649 -5.597 0.001
H -2.748 2.137 -5.760 0.002
H -1.177 -1.393 -5.196 0.003
H -2.849 -1.820 -5.619 0.003
C 5.490 1.267 -0.113 0.062
C 4.958 2.509 -0.653 0.036
C 6.116 3.410 -0.234 0.023
O 6.520 3.007 1.087 0.005
C 6.048 1.667 1.258 0.021
H 6.270 0.849 -0.749 0.028
H 4.679 0.539 -0.081 0.007
H 4.040 2.768 -0.125 0.011
H 4.789 2.495 -1.730 0.021
H 5.900 4.479 -0.245 0.004
H 6.879 3.242 -0.993 0.008
H 5.243 1.662 1.993 0.001
H 6.801 0.926 1.527 0.011
C -4.828 -0.474 1.544 0.002
C -5.134 -0.511 0.010 0.005
C -6.510 0.114 0.001 0.007
O -6.623 0.941 1.120 0.002
C -6.000 0.297 2.170 0.002
H -3.878 0.041 1.680 0.000
H -4.680 -1.469 1.964 0.001
H -5.099 -1.498 -0.451 0.002
H -4.369 0.102 -0.465 0.003
H -7.241 -0.693 0.054 0.001
H -6.759 0.710 -0.877 0.002
H -6.637 -0.399 2.716 0.001
H -5.704 0.976 2.969 0.000
C -3.747 0.334 5.318 0.002
C -3.442 1.865 5.275 0.001
N -3.141 2.288 3.887 0.001
C -1.666 2.073 3.695 0.002
C -1.258 2.336 2.283 0.023
C -3.580 3.688 3.674 0.003
C -5.071 3.682 3.489 0.002
H -4.552 0.150 4.607 0.000
H -4.042 -0.011 6.309 0.001
H -2.832 -0.189 5.039 0.000
H -4.378 2.274 5.658 0.000
H -2.680 2.200 5.980 0.000
H -1.049 2.654 4.380 0.001
H -1.350 1.075 3.999 0.000
H -0.180 2.219 2.168 0.008
H -1.767 1.644 1.613 0.002
H -1.512 3.364 2.026 0.010
H -3.189 4.148 2.766 0.002
H -3.291 4.329 4.507 0.000
H -5.289 3.488 2.439 0.001
H -5.575 4.618 3.731 0.000
H -5.576 2.994 4.167 0.000
C 1.098 0.182 -1.852 0.028
C 1.275 0.211 -0.334 0.012
N 1.245 -1.087 0.372 0.001
C -0.030 -1.794 0.144 0.002
C -1.313 -1.029 0.527 0.003
C 2.347 -1.949 -0.042 0.022
C 2.564 -3.160 0.921 0.023
H 0.104 -0.160 -2.138 0.002
H 1.843 -0.460 -2.323 0.023
H 1.318 1.187 -2.214 0.006
H 2.234 0.677 -0.108 0.005
H 0.547 0.917 0.066 0.006
H -0.070 -2.150 -0.886 0.001
H -0.050 -2.727 0.706 0.000
H -2.192 -1.646 0.342 0.000
H -1.213 -0.687 1.557 0.000
H -1.391 -0.164 -0.131 0.002
H 3.247 -1.335 -0.031 0.012
H 2.213 -2.280 -1.072 0.004
H 3.574 -3.560 0.831 0.019
H 1.832 -3.928 0.668 0.001
H 2.466 -2.910 1.977 0.002
C 3.302 5.552 -6.507 0.015
C 2.172 5.960 -5.567 0.006
N 2.249 5.473 -4.192 0.003
C 3.314 6.296 -3.521 0.007
C 3.320 6.242 -2.033 0.022
C 2.473 4.031 -3.999 0.024
C 1.354 3.219 -4.616 0.036
H 3.397 4.482 -6.687 0.005
H 4.235 6.038 -6.220 0.002
H 3.115 5.929 -7.512 0.002
H 2.115 7.047 -5.627 0.001
H 1.220 5.619 -5.973 0.002
H 4.308 6.060 -3.903 0.003
H 3.132 7.320 -3.848 0.001
H 3.557 5.252 -1.644 0.003
H 4.081 6.946 -1.694 0.004
H 2.357 6.584 -1.654 0.007
H 2.577 3.824 -2.934 0.006
H 3.409 3.781 -4.500 0.013
H 0.417 3.566 -4.182 0.005
H 1.455 2.148 -4.441 0.013
H 1.293 3.389 -5.691 0.003
C 0.470 -6.984 1.728 0.009
C -0.953 -6.409 1.460 0.002
N -1.131 -5.042 1.932 0.001
C -0.926 -4.954 3.393 0.003
C -0.983 -3.471 3.876 0.004
C -2.449 -4.535 1.568 0.002
C -2.594 -4.444 0.014 0.006
H 0.730 -7.359 2.718 0.002
H 1.244 -6.252 1.498 0.002
H 0.511 -7.826 1.038 0.002
H -1.122 -6.396 0.383 0.001
H -1.707 -7.082 1.869 0.001
H 0.063 -5.328 3.658 0.002
H -1.725 -5.550 3.835 0.001
H -0.558 -3.403 4.877 0.003
H -2.016 -3.133 3.963 0.001
H -0.424 -2.875 3.154 0.000
H -3.306 -5.066 1.983 0.001
H -2.549 -3.512 1.930 0.000
H -2.708 -5.409 -0.481 0.002
H -3.443 -3.805 -0.229 0.002
H -1.662 -4.004 -0.340 0.000


(2)
10
Properties=species:S:1:pos:R:3:mulliken_charge:R:1 method="wB97M-V/def2-TZVPD" mol_weight_g_mol=238.8 total_charge=-1 gap_ev=8.0 e_above_lowest_kcal_mol=19.8 homo_energy_ev=-4.879 energy_ev=-105027.2729
C -0.288 -2.188 -0.243 0.477
C 0.346 0.386 -1.179 0.048
C -0.780 -1.319 -1.413 0.274
O 0.615 -3.041 -0.499 -0.704
O -0.813 -1.896 0.829 -0.668
F 0.799 0.935 -2.282 -0.217
Cl 1.804 -0.099 -0.165 -0.198
Cl -0.431 -1.845 -3.027 -0.149
Br -2.562 -0.549 -1.128 -0.124
H -0.158 1.228 -0.672 0.262


(3)
99
Properties=species:S:1:pos:R:3:mulliken_charge:R:1 method="wB97M-V/def2-TZVPD" mol_weight_g_mol=687.4 total_charge=+1 gap_ev=5.8 e_above_lowest_kcal_mol=24.4 homo_energy_ev=-7.917 energy_ev=-63600.3666
C -2.678 0.925 -1.615 -1.055
C -3.105 -1.255 -0.837 -0.026
C -3.866 0.940 -2.343 -0.905
C -4.369 -1.221 -1.470 -1.079
C -4.745 -0.137 -2.238 -0.937
H -4.084 1.812 -2.945 0.533
H -4.993 -2.097 -1.345 0.513
H -5.693 -0.112 -2.766 0.406
N -2.308 -0.130 -0.875 1.751
P -0.916 2.627 -0.090 0.630
P -1.006 -2.736 0.368 0.715
C -1.745 2.170 -1.689 -0.547
H -0.954 1.943 -2.425 0.493
H -2.281 3.047 -2.087 0.576
C -2.649 -2.465 -0.194 -1.002
H -3.424 -3.223 -0.035 0.142
C -0.039 -3.512 -1.079 2.097
C -0.828 -3.624 2.052 2.058
C 0.691 3.648 -0.398 2.488
C -2.262 3.415 0.966 1.974
C 1.475 -3.273 -0.927 -1.108
H 1.901 -3.805 -0.070 0.332
H 1.991 -3.637 -1.828 0.574
H 1.731 -2.211 -0.826 -0.426
C -0.370 -5.003 -1.095 -1.997
H 0.056 -5.544 -0.244 0.289
H -1.451 -5.180 -1.115 0.391
H 0.051 -5.460 -2.001 0.498
C -0.540 -2.861 -2.382 -1.703
H 0.045 -3.223 -3.244 0.544
H -1.596 -3.104 -2.564 0.339
H -0.443 -1.769 -2.344 0.081
C 0.633 -4.037 2.278 -1.720
H 1.309 -3.172 2.251 0.179
H 0.737 -4.479 3.278 0.523
H 1.000 -4.779 1.564 0.253
C -1.242 -2.700 3.206 -1.551
H -0.537 -1.875 3.367 -0.026
H -2.250 -2.296 3.082 0.264
H -1.243 -3.283 4.139 0.571
C -1.801 -4.794 1.969 -1.826
H -1.583 -5.481 1.146 0.293
H -1.760 -5.374 2.901 0.520
H -2.830 -4.436 1.847 0.352
C -1.701 3.564 2.391 -1.327
H -2.452 4.048 3.026 0.591
H -1.484 2.589 2.844 -0.011
H -0.782 4.161 2.433 0.104
C -3.497 2.495 0.983 -1.767
H -4.030 2.508 0.023 0.376
H -3.229 1.455 1.216 0.118
H -4.195 2.831 1.765 0.554
C -2.659 4.757 0.361 -1.681
H -3.609 5.087 0.804 0.517
H -1.924 5.538 0.564 0.361
H -2.812 4.692 -0.723 0.208
C 1.036 3.561 -1.883 -1.434
H 0.271 4.012 -2.527 0.361
H 1.985 4.082 -2.081 0.645
H 1.174 2.518 -2.179 -0.425
C 1.825 2.999 0.421 -1.865
H 2.051 1.975 0.089 0.091
H 2.747 3.583 0.291 0.633
H 1.602 2.972 1.496 0.262
C 0.523 5.109 -0.001 -1.997
H -0.224 5.613 -0.621 0.412
H 0.267 5.239 1.054 0.304
H 1.471 5.642 -0.160 0.520
Sr -0.143 -0.012 0.742 1.749
C -2.071 0.330 2.761 0.149
O -2.654 0.362 3.762 -0.245
N 0.867 0.186 -1.510 0.734
C 1.596 0.008 -2.412 -1.466
C 2.537 -0.046 -3.574 1.812
C 1.973 -1.084 -4.529 -1.408
C 2.527 1.347 -4.185 -1.634
C 3.905 -0.424 -3.021 -1.576
H 1.942 -2.057 -4.033 0.183
H 0.944 -0.813 -4.776 0.363
H 2.521 -1.201 -5.467 0.440
H 2.904 2.064 -3.453 0.366
H 3.113 1.477 -5.097 0.428
H 1.494 1.618 -4.422 0.341
H 4.703 -0.488 -3.765 0.404
H 4.209 0.312 -2.272 0.359
H 3.839 -1.390 -2.514 0.311
N 4.618 0.072 5.045 -0.453
C 3.663 0.054 4.085 0.969
C 3.874 -0.736 2.919 -0.700
C 2.873 -0.724 1.971 -1.015
N 1.756 0.009 2.166 0.200
C 1.531 0.752 3.271 -0.599
C 2.484 0.826 4.272 -0.732
H 5.463 -0.491 4.935 0.201
H 4.494 0.618 5.889 0.201
H 4.793 -1.313 2.782 0.350
H 2.924 -1.273 1.032 0.506
H 0.581 1.293 3.313 0.398
H 2.352 1.454 5.157 0.343